## 1
Computed, not measured: one molecule with the formula C5H3N, with ωB97M-V with the def2-TZVPD basis set.

Geometry (Å):
1 C 0.58365 -0.93063 -0.10421
2 C 1.79323 -1.39181 0.25837
3 C 2.87955 -0.85615 -0.09506
4 C 0.19948 0.51834 0.21604
5 C 1.44666 1.21464 0.04269
6 N 2.59426 1.21923 -0.08080
7 H -0.03998 -1.45046 -0.81920
8 H -0.58888 0.86158 -0.45498
9 H -0.13709 0.62246 1.25332

Properties
* multiplicity: 1
* HOMO energy (spin up / spin down): -0.34902 / -0.34899 hartree

---

## 2
Computed, not measured: one molecule with the formula C5H3N, with ωB97M-V with the def2-TZVPD basis set.

Geometry (Å):
1 C -0.97265 -1.28432 -0.06072
2 C -0.71418 -2.51240 0.06825
3 C 0.12409 -0.27880 -0.15443
4 C -1.23263 0.20181 -0.22262
5 C 2.48126 -0.74129 -0.20021
6 N 1.35157 -0.33863 -0.00073
7 H -1.62508 0.51334 -1.18249
8 H -1.65205 0.71058 0.63758
9 H 3.20623 -0.81226 0.59278

Properties
* multiplicity: 1
* HOMO energy: -0.30368 hartree

---

## 3
Computed, not measured: C5H3N as an isolated structure, with ωB97M-V with the def2-TZVPD basis set.

Geometry (Å):
1 C 0.51632 0.85271 0.58547
2 C 0.14873 0.93503 -0.71271
3 C -0.53368 -1.33636 -0.12409
4 C -0.01366 -0.96021 1.00171
5 C -0.47057 -0.21384 -1.20469
6 N -1.06356 -1.32562 -1.39814
7 H 0.90277 1.62085 1.23562
8 H 0.28730 1.80784 -1.32911
9 H 0.22634 -1.38040 1.94595

Properties
* multiplicity: 1
* HOMO energy: -0.31695 hartree

---

## 4
Computed, not measured: one molecule with the formula C5H3N, with ωB97M-V with the def2-TZVPD basis set.

Geometry (Å):
1 C 0.52702 -0.32641 0.06149
2 C 1.65020 -0.52738 -0.31583
3 C 3.37993 0.84575 0.25045
4 C -1.87787 0.33282 -0.22149
5 C -0.88799 -0.49890 0.20093
6 N 2.82929 -0.07095 -0.21367
7 H -2.92395 0.13000 0.07144
8 H -1.81369 1.21889 -0.88160
9 H -0.88293 -1.10383 1.04830

Properties
* multiplicity: 1
* HOMO energy: -0.34749 hartree

---

Which is the most stable structure? 4 is the most stable.

---

## 1
Computed, not measured: one molecule with the formula C5H3N, with ωB97M-V with the def2-TZVPD basis set.

Geometry (Å):
1 C 0.94788 -0.45778 0.78476
2 C 1.09824 0.57307 -0.07022
3 C -1.22217 -0.21692 -0.14203
4 C -0.47557 -0.87216 0.87018
5 C 1.10723 1.25450 -1.13048
6 N -1.32537 0.40349 -1.11979
7 H -0.49460 -1.88667 0.94385
8 H -0.89381 -0.49348 1.93995
9 H 1.25817 1.69595 -2.07623

Properties
* multiplicity: 1
* HOMO energy: -0.33123 hartree

---

## 2
Computed, not measured: one molecule with the formula C5H3N, with ωB97M-V with the def2-TZVPD basis set.

Geometry (Å):
1 C 0.39754 0.90199 0.10442
2 C -0.93601 1.23812 -0.02652
3 C -2.17784 1.60882 -0.06813
4 C 0.76475 -0.59994 0.08032
5 C -0.46655 -1.28073 -0.03464
6 N -1.52959 -1.68189 -0.01088
7 H 1.22927 1.59170 -0.17334
8 H 1.43011 -0.65292 -0.80646
9 H 1.28832 -1.12514 0.93524

Properties
* multiplicity: 1
* HOMO energy: -0.37743 hartree

---

Which is the most stable structure? 2 is the most stable.

---

## 1
Computed, not measured: an isolated ion of composition C4H5N2O3S and charge -1, with ωB97M-V with the def2-TZVPD basis set.

Geometry (Å):
1 C 2.16032 2.02012 -0.37447
2 C 2.77529 0.91170 -0.72438
3 C 0.70014 -0.17378 -0.04752
4 C -0.01290 -1.44481 0.17064
5 N 0.91365 2.23200 0.19152
6 N 0.24554 1.00465 0.34136
7 O 3.44578 -0.42692 1.31147
8 O 3.89241 -1.54198 -0.82859
9 O 5.18210 0.45749 -0.19364
10 S 3.96808 -0.31245 -0.01522
11 H 2.58988 2.95112 -0.66365
12 H -0.80947 -1.49624 -0.49179
13 H 0.74797 -2.30652 0.11861
14 H -0.61680 -1.34594 1.13282
15 H -0.68354 1.17421 0.82688

Properties
* net charge: -1
* multiplicity: 1
* HOMO energy: -0.14472 hartree

---

## 2
Computed, not measured: an isolated ion of composition C4H5N2O3S and charge -1, with ωB97M-V with the def2-TZVPD basis set.

Geometry (Å):
1 C -1.74209 1.27109 0.05320
2 C -0.61891 0.29681 -0.04728
3 S 1.01249 0.95577 -0.12341
4 O 1.02007 1.69054 -1.39742
5 O 1.23117 1.72480 1.04700
6 C 1.94460 -0.66760 -0.11354
7 O 3.15676 -0.51238 -0.02527
8 C 1.21883 -1.80678 0.04461
9 N -0.11204 -2.06782 -0.03118
10 N -0.91075 -1.02045 0.09725
11 H -1.27192 2.11600 0.39137
12 H -2.40748 1.18841 -0.95720
13 H -2.48652 0.91447 0.81663
14 H 1.84929 -2.65904 -0.05377
15 H -1.88352 -1.42380 0.29902

Properties
* net charge: -1
* multiplicity: 1
* HOMO energy: -0.09457 hartree
* SMILES: CC1=[S@@](=O)([O-])C(=O)C=NN1

---

Which is the most stable structure? 2 is the most stable.

---

## 1
Computed, not measured: one molecule with the formula C4H5ClS, with ωB97M-V with the def2-TZVPD basis set.

Geometry (Å):
1 S 0.42600 1.18162 -2.84285
2 C -0.29234 0.26058 -1.70516
3 C -0.58358 0.60643 -0.23387
4 C -0.17136 -0.51630 0.64926
5 C 0.84150 -0.38182 1.51290
6 Cl 1.27705 -1.65459 2.50129
7 H -0.55345 -0.77403 -1.93429
8 H -1.69990 0.73998 -0.13019
9 H -0.08210 1.53533 0.05371
10 H -0.61131 -1.49927 0.52730
11 H 1.44950 0.50208 1.60192

Properties
* multiplicity: 1
* HOMO energy: -0.32476 hartree
* SMILES: S=CC/C=C/Cl

---

## 2
Computed, not measured: one molecule with the formula C4H5ClS, with ωB97M-V with the def2-TZVPD basis set.

Geometry (Å):
1 C 0.82216 1.49399 -0.18144
2 C 0.83488 0.21384 0.03969
3 Cl 2.15639 -0.76193 -0.48965
4 C -0.21617 -0.63898 0.72761
5 C -1.22326 -0.93393 -0.32125
6 S -2.61181 -0.20247 -0.45030
7 H -0.11378 2.15804 -0.23598
8 H 1.69977 1.92031 -0.72366
9 H -0.66052 -0.09217 1.56138
10 H 0.32917 -1.56123 1.10802
11 H -1.01684 -1.59546 -1.03442

Properties
* multiplicity: 1
* HOMO energy: -0.32559 hartree
* SMILES: C=C(Cl)CC=S

---

Which is the most stable structure? 1 is the most stable.

---

## 1
Computed, not measured: a 2-piece molecular cluster, C2H3N2O2 overall, with ωB97M-V with the def2-TZVPD basis set.

Geometry (Å):
1 C 1.70558 0.41833 -0.35123
2 C 0.68149 1.29501 -0.04953
3 N 2.09331 -0.63677 0.07741
4 N -0.08559 2.04096 0.33523
5 O 2.58832 -1.65229 0.29389
6 O -1.63208 -0.51119 0.09523
7 H -0.93588 0.02291 -0.34166
8 H -2.28009 0.29254 0.39851
9 H -2.13506 -1.26950 -0.45784

Properties
* net charge: +1
* multiplicity: 1
* HOMO energy: -0.55068 hartree

---

## 2
Computed, not measured: a 2-piece molecular cluster, C2H3N2O2 overall, with ωB97M-V with the def2-TZVPD basis set.

Geometry (Å):
1 C -0.08123 -0.79651 0.72560
2 C -0.31898 1.91892 -1.11601
3 N -0.40783 0.31908 0.42082
4 N 0.37213 -2.00001 0.49889
5 O 0.23013 2.74902 -0.52508
6 O -0.88971 1.20115 -1.79695
7 H -0.60519 1.22845 0.85913
8 H 0.60746 -2.81508 1.07762
9 H 1.09322 -1.80502 -0.14401

Properties
* net charge: +1
* multiplicity: 1
* HOMO energy: -0.61934 hartree

---

Which is the most stable structure? 2 is the most stable.